1.
{"formula": "C37H32Cl3N9O4PbS2", "method": "wB97M-V/def2-TZVPD", "symbols": ["Pb", "C", "O", "C", "C", "C", "C", "C", "C", "N", "N", "C", "C", "C", "C", "O", "C", "N", "C", "C", "C", "C", "H", "H", "H", "H", "H", "H", "H", "H", "H", "H", "H", "H", "C", "N", "C", "C", "O", "N", "C", "N", "H", "H", "H", "H", "H", "H", "H", "Cl", "C", "C", "C", "C", "C", "C", "N", "C", "C", "N", "C", "O", "C", "C", "C", "Cl", "S", "C", "C", "C", "Cl", "C", "H", "H", "H", "H", "H", "H", "H", "H", "H", "H", "H", "H", "H", "S", "C", "N"], "xyz": [[-2.0274, 0.8651, -0.1031], [7.5677, 2.0446, 7.5729], [6.2156, 1.5530, 7.4509], [5.2382, 2.3665, 7.1691], [3.9520, 1.7549, 7.0844], [2.8681, 2.5001, 6.7702], [3.0247, 3.8998, 6.5276], [4.2975, 4.5119, 6.6937], [5.3952, 3.7599, 6.9869], [2.0470, 4.7191, 6.1375], [0.8701, 4.3348, 5.9768], [0.1189, 3.7538, 5.1269], [-1.2244, 3.3663, 5.5651], [-1.9886, 2.5783, 4.8091], [-1.5493, 2.1196, 3.4756], [-2.1844, 1.3038, 2.8461], [-0.2848, 2.7185, 2.9289], [-0.0177, 2.4580, 1.6564], [1.0899, 2.9631, 1.1317], [1.9516, 3.7989, 1.8372], [1.6614, 4.0909, 3.1546], [0.5288, 3.5195, 3.7294], [8.1733, 1.1653, 7.7563], [7.6402, 2.7304, 8.4155], [7.8745, 2.5272, 6.6465], [3.8804, 0.6976, 7.2978], [1.8830, 2.0536, 6.7373], [4.3694, 5.5839, 6.5647], [6.3633, 4.2249, 7.0933], [-1.5374, 3.7004, 6.5455], [-2.9578, 2.2313, 5.1422], [1.2975, 2.7023, 0.1002], [2.8194, 4.2213, 1.3510], [2.2905, 4.7687, 3.7170], [-1.4141, -4.8962, 1.3133], [-1.1044, -3.4924, 1.1141], [0.0935, -2.8424, 1.6078], [-0.1423, -1.3992, 1.1824], [0.5950, -0.4592, 1.3733], [-1.3550, -1.3320, 0.5350], [-1.8985, -2.5797, 0.5467], [-3.0798, -2.8455, 0.0296], [-0.4835, -5.4590, 1.3330], [-2.0096, -5.2767, 0.4833], [-1.9487, -5.0617, 2.2499], [0.9976, -3.2417, 1.1447], [0.1899, -2.9140, 2.6929], [-3.5793, -2.0823, -0.4268], [-3.4733, -3.7735, 0.0425], [-4.4904, -5.8640, -1.9398], [-3.5862, -4.7886, -2.9637], [-4.0529, -3.5067, -3.1864], [-3.2868, -2.6472, -3.9573], [-2.0791, -3.0444, -4.5242], [-1.2926, -2.0465, -5.3410], [0.0951, -1.7247, -4.7658], [0.0143, -0.6411, -3.7966], [0.3129, 0.6770, -4.0426], [-0.0431, 1.3606, -2.9215], [-0.5566, 0.4731, -2.0008], [-0.5241, -0.7141, -2.5757], [-1.1386, -2.4795, -6.6779], [-1.7744, -1.6051, -7.6133], [-1.1401, -0.2449, -7.6127], [-1.6991, 0.8933, -7.1110], [-3.2462, 1.0490, -6.3787], [-0.6752, 2.2642, -7.2472], [0.5571, 1.3095, -7.9636], [0.1795, 0.0124, -8.0985], [-1.6647, -4.3606, -4.3100], [-0.2028, -4.9678, -5.0185], [-2.4024, -5.2349, -3.5281], [-5.0023, -3.1827, -2.7798], [-3.6491, -1.6394, -4.1313], [-1.8587, -1.1095, -5.3158], [0.7305, -1.3915, -5.5822], [0.5621, -2.5863, -4.2942], [0.7373, 0.9986, -4.9792], [0.0341, 2.4167, -2.7243], [-0.8709, -1.6356, -2.1374], [-2.8429, -1.5338, -7.3938], [-1.6544, -2.0818, -8.5844], [1.4787, 1.7704, -8.2809], [0.7990, -0.7496, -8.5511], [-2.0617, -6.2490, -3.3750], [-6.2079, -0.5667, -2.4426], [-4.7949, -0.3431, -1.7475], [-3.7364, -0.2173, -1.2225]], "mulliken_charge": [1.42, -0.85, -0.35, 0.90, -0.87, -0.25, 0.30, -0.40, -0.35, -0.80, 0.08, 0.46, -0.69, -0.74, 0.43, -0.47, 0.17, 0.04, -0.27, -1.00, -0.37, 0.73, 0.24, 0.38, 0.38, 0.47, 0.46, 0.49, 0.47, 0.49, 0.49, 0.45, 0.45, 0.62, -0.97, 0.08, -0.34, 0.15, -0.59, -0.12, 0.42, -0.14, 0.35, 0.33, 0.31, 0.35, 0.33, 0.03, 0.14, -0.18, 0.36, -1.26, 0.52, -0.75, 1.19, -1.12, 0.37, -0.36, -1.01, 0.01, -0.24, -0.47, -0.90, 0.18, 0.73, -0.18, -0.17, -0.46, -0.66, 0.55, -0.18, -0.92, 0.49, 0.46, -0.30, 0.35, 0.44, 0.51, 0.50, 0.37, 0.37, 0.49, 0.47, 0.46, 0.51, -0.33, 0.46, -1.10], "total_charge": 2, "e_above_lowest_ev": 0.537, "e_tot_ev": -124961.654, "homo_energy_ev": -12.14, "molar_mass_g_mol": 1044.4}


2.
{"formula": "C19H20N2O6S", "method": "wB97M-V/def2-TZVPD", "symbols": ["C", "C", "H", "H", "O", "C", "C", "C", "C", "C", "C", "O", "C", "H", "H", "H", "H", "H", "C", "N", "C", "O", "C", "N", "C", "O", "C", "C", "C", "C", "C", "C", "H", "H", "H", "H", "S", "O", "O", "H", "H", "H", "H", "H", "H", "H", "H", "H"], "xyz": [[1.4427, 1.8965, -1.7933], [1.3501, 2.3899, -0.3535], [0.5848, 3.1663, -0.2607], [2.3120, 2.8006, -0.0305], [0.9072, 1.3847, 0.5463], [1.5786, 0.1917, 0.5978], [0.7776, -0.9259, 0.7885], [1.2993, -2.2082, 0.8533], [2.6709, -2.3635, 0.7469], [3.4928, -1.2605, 0.5977], [2.9743, 0.0262, 0.5242], [3.7509, 1.1484, 0.3895], [5.1408, 0.9931, 0.2438], [5.3906, 0.3954, -0.6386], [5.5341, 2.0011, 0.1179], [5.5915, 0.5397, 1.1323], [4.5576, -1.4166, 0.5338], [3.1085, -3.3495, 0.7793], [0.3915, -3.4105, 0.9845], [-0.9406, -3.1367, 0.4908], [-1.2044, -3.1664, -0.8286], [-0.5073, -3.7058, -1.6565], [-2.5278, -2.4706, -1.2123], [-2.6078, -1.1255, -0.6887], [-2.1199, -0.0250, -1.3348], [-1.5291, -0.0351, -2.3871], [-2.4427, 1.1899, -0.5383], [-3.1512, 0.9571, 0.6291], [-3.5157, 1.9726, 1.4818], [-3.1550, 3.2700, 1.1352], [-2.4605, 3.5218, -0.0389], [-2.0984, 2.4869, -0.8882], [-1.5634, 2.6668, -1.8072], [-2.1988, 4.5377, -0.2940], [-3.4240, 4.0877, 1.7861], [-4.0635, 1.7609, 2.3859], [-3.4603, -0.7871, 0.7436], [-2.7744, -1.4032, 1.8431], [-4.8332, -1.1329, 0.5652], [-2.5822, -2.4330, -2.3039], [-3.3808, -3.0243, -0.8118], [-1.5552, -2.6233, 1.1110], [0.8032, -4.2362, 0.3978], [0.3138, -3.7197, 2.0306], [-0.2833, -0.7495, 0.8774], [1.5824, 2.7424, -2.4613], [0.5386, 1.3610, -2.0752], [2.2858, 1.2205, -1.9101]], "mulliken_charge": [-1.02, -0.43, 0.41, 0.42, -0.64, 0.44, 0.12, 0.10, -1.30, -0.52, 0.87, -0.32, -1.01, 0.40, 0.26, 0.35, 0.42, 0.39, -1.38, -0.10, 0.75, -0.66, -0.95, -0.08, 0.51, -0.68, 0.40, 0.45, -0.78, -0.54, -0.55, -0.59, 0.54, 0.45, 0.42, 0.49, 1.19, -0.73, -0.67, 0.42, 0.41, 0.43, 0.42, 0.38, 0.64, 0.41, 0.15, 0.32], "total_charge": 0, "e_above_lowest_ev": 0.927, "e_tot_ev": -46127.757, "homo_energy_ev": -8.15, "molar_mass_g_mol": 404.4, "smiles": "CCOc1cc(CNC(=O)CN2C(=O)c3ccccc3S2(=O)=O)ccc1OC"}


3.
{"formula": "C3H8S2", "method": "wB97M-V/def2-TZVPD", "symbols": ["C", "C", "S", "S", "C", "H", "H", "H", "H", "H", "H", "H", "H"], "xyz": [[-1.2915, 1.5472, -0.8244], [0.1904, 1.2104, -1.0815], [0.9549, 0.3942, 0.3474], [-0.1994, -1.3441, 0.3521], [0.8617, -2.2299, 1.5249], [-1.8377, 0.6435, -0.5739], [-1.3000, 2.2980, -0.0312], [-1.7344, 1.9897, -1.7150], [0.7327, 2.1361, -1.2736], [0.3458, 0.5360, -1.9231], [1.9029, -2.1731, 1.2363], [0.5789, -3.2799, 1.4745], [0.7957, -1.7281, 2.4876]], "mulliken_charge": [-0.93, -0.56, -0.10, -0.06, -0.87, 0.35, 0.26, 0.31, 0.33, 0.34, 0.32, 0.31, 0.30], "total_charge": 0, "e_above_lowest_ev": 0.336, "e_tot_ev": -24911.062, "homo_energy_ev": -7.86, "molar_mass_g_mol": 108.2, "smiles": "CCSSC"}


4.
{"formula": "C7H5Br2O3P", "method": "wB97M-V/def2-TZVPD", "symbols": ["C", "C", "C", "C", "C", "C", "C", "O", "O", "O", "P", "Br", "Br", "H", "H", "H", "H", "H"], "xyz": [[2.5356, -0.0048, 0.0492], [1.9652, 0.3707, -1.1772], [1.7390, -0.1148, 1.1459], [0.5738, 0.5763, -1.2253], [0.3765, 0.1816, 1.1271], [-0.2396, 0.4384, -0.1222], [-1.6842, 0.4598, -0.1775], [-1.5813, -1.8813, -1.0990], [-3.6217, -1.2085, 0.3683], [-1.3724, -1.6818, 1.4961], [-2.1247, -1.3587, 0.1849], [-2.4954, 1.0802, -1.7820], [-2.3360, 1.6796, 1.2430], [3.5834, -0.0994, -0.0142], [2.6263, 0.6055, -1.9506], [2.1112, -0.3740, 2.0690], [0.1754, 1.1933, -2.0838], [-0.2310, 0.1376, 1.9481]], "mulliken_charge": [-0.33, -0.74, -0.88, -0.33, -0.39, 0.49, 0.18, -0.73, -0.81, -0.75, 0.93, -0.16, -0.22, 0.38, 0.43, 0.39, 0.06, 0.48], "total_charge": -2, "e_tot_ev": -162857.751, "homo_energy_ev": -0.15, "molar_mass_g_mol": 327.9}


5.
{"formula": "C4H8ClNO", "method": "wB97M-V/def2-TZVPD", "symbols": ["C", "C", "C", "C", "N", "O", "Cl", "H", "H", "H", "H", "H", "H", "H", "H"], "xyz": [[-1.2791, 0.4137, 0.1564], [-2.5001, 1.2859, -0.1770], [2.7014, -0.7256, 0.1112], [1.6703, -1.3442, -0.3001], [-1.1638, -0.8365, 0.1794], [-0.1723, 1.1298, 0.3057], [-2.6044, -1.8299, -0.0181], [-3.1196, 0.7063, -0.8875], [-3.1572, 1.2953, 0.8320], [-2.1027, 2.2256, -0.5818], [3.5812, -0.2487, -0.5696], [0.6629, 0.4860, 0.3718], [3.0422, -0.6933, 1.1025], [1.3816, -1.3115, -1.3382], [1.1739, -1.8223, 0.5439]], "mulliken_charge": [0.84, -1.00, -0.35, -0.75, -0.42, -0.49, -0.17, 0.35, 0.26, 0.27, 0.17, 0.34, 0.28, 0.30, 0.35], "total_charge": 0, "e_above_lowest_ev": 2.811, "e_tot_ev": -20334.940, "homo_energy_ev": -9.71, "molar_mass_g_mol": 121.6, "smiles": "C/C(O)=N\\Cl.C=C"}